Density functional theory data (wB97M-V/def2-TZVPD) for a cluster of 11 separate species, C32H63N3O21 in total at a distorted geometry.

Geometry as ORCA input:
```
! wB97M-V def2-TZVPD RIJCOSX def2/J DEFGRID3
* xyz 0 1
C 6.1123 0.0008 -3.4150
O 5.7113 0.1079 -4.8282
H 6.1882 -1.0371 -3.0910
H 7.1495 0.3351 -3.3904
H 5.6303 0.7558 -2.7939
H 5.4459 -0.7610 -5.1386
C -5.1407 8.3387 -1.4781
O -5.6516 7.5009 -2.4767
H -4.8355 7.7255 -0.6302
H -4.2565 8.9388 -1.6929
H -5.8636 9.1000 -1.1852
H -5.1435 6.7187 -2.7039
C -0.6412 6.6429 -6.0898
O -0.2557 5.3485 -6.4950
H -0.3618 6.8845 -5.0643
H -0.1818 7.4656 -6.6378
H -1.7262 6.5705 -6.1638
H -0.3177 5.2419 -7.4471
C 1.1674 0.4357 -0.3856
C 0.7109 1.6642 -1.0937
C -0.6985 1.5278 -1.5914
O -1.3662 2.4879 -0.9562
C -0.6532 3.1445 -0.1012
O -0.9854 4.1073 0.5964
O 0.6697 2.7968 -0.2347
H 1.3536 -0.4985 -0.9153
H 0.5750 0.4049 0.5289
H 2.1098 0.5880 0.1405
H 1.3798 1.6603 -1.9543
H -1.1607 0.5974 -1.2614
H -0.9511 1.6359 -2.6462
C -6.2406 6.8747 5.4073
C -4.9620 7.7267 5.8928
C -3.5664 7.0302 5.9101
O -2.6704 7.8659 5.2877
C -3.3880 8.8681 4.6286
O -2.9402 9.6697 3.8393
O -4.6343 8.7197 4.8594
H -7.1591 7.4426 5.2590
H -6.4522 6.1501 6.1936
H -5.9580 6.1957 4.6029
H -5.1592 8.1554 6.8753
H -3.4632 6.0703 5.4042
H -3.1687 6.9533 6.9221
C -3.1562 0.6202 5.9857
C -3.8573 -0.4974 6.7910
C -5.1437 0.0611 7.4315
O -6.1706 -0.9320 7.0983
C -5.6336 -1.8831 6.1394
O -6.1982 -2.7873 5.5250
O -4.3422 -1.5343 5.9410
H -3.9634 1.1572 5.4876
H -2.4135 0.1717 5.3260
H -2.7245 1.4484 6.5478
H -3.2781 -0.8560 7.6419
H -5.5813 0.9006 6.8913
H -4.9496 0.1051 8.5032
C 5.3961 -6.7596 -9.7217
C 4.0946 -5.9209 -9.5483
C 2.7091 -6.6412 -9.3443
O 2.1106 -6.1395 -8.1132
C 2.9960 -5.1219 -7.7119
O 2.8609 -4.3695 -6.8248
O 4.1288 -5.1806 -8.3982
H 5.6424 -7.4904 -8.9514
H 6.1073 -5.9370 -9.7973
H 5.5207 -7.2771 -10.6729
H 3.9559 -5.1396 -10.2955
H 2.7397 -7.6932 -9.0602
H 2.0306 -6.3995 -10.1624
C -1.6834 -6.7126 0.8480
C -2.0135 -5.8866 2.0586
C -2.0808 -6.7401 3.3270
O -1.1721 -6.2366 4.2111
C -0.5737 -5.1772 3.6290
O 0.3581 -4.5502 4.1618
O -1.1078 -4.9409 2.4440
H -2.3823 -7.4948 0.5514
H -0.7058 -7.1937 0.8804
H -1.6867 -6.0510 -0.0182
H -2.9447 -5.3268 1.9712
H -1.9161 -7.8039 3.1557
H -3.0480 -6.5661 3.7985
C 6.2216 -7.9237 1.8077
O 6.5707 -7.9016 0.6405
N 6.3398 -6.8135 2.5731
C 6.0788 -6.7431 3.9645
C 6.6200 -5.5210 1.9303
H 5.8118 -8.8163 2.3052
H 5.4944 -5.8736 4.2655
H 7.0058 -6.6561 4.5311
H 5.5373 -7.5516 4.4558
H 7.4531 -5.0820 2.4793
H 6.7893 -5.3586 0.8659
H 5.8130 -4.8149 2.1257
C 5.8590 5.4226 4.7000
O 7.0825 5.1720 4.9127
N 4.8324 4.8064 5.1780
C 3.4531 5.2871 4.9584
C 5.0376 3.7243 6.1611
H 5.6323 6.2334 3.9905
H 2.9358 4.3939 4.6080
H 3.4481 6.1851 4.3407
H 2.8749 5.7256 5.7718
H 4.5798 2.8755 5.6532
H 6.0540 3.4180 6.4088
H 4.3776 3.9882 6.9874
C -4.7750 -0.1946 -6.7235
O -5.2924 0.1312 -5.6954
N -3.9581 -1.2273 -6.9003
C -3.6065 -1.6154 -8.2827
C -3.8285 -2.2854 -5.8551
H -4.8970 0.4443 -7.6118
H -3.7620 -0.8304 -9.0228
H -4.1013 -2.5296 -8.6106
H -2.5288 -1.7081 -8.4171
H -4.4293 -3.1766 -6.0367
H -2.8301 -2.7169 -5.7838
H -4.0676 -1.8435 -4.8879
*
```

Kohn-Sham gap	9.28	eV
HOMO energy	-9.2	eV
LUMO energy	0.0023	hartree
SMILES	C[C@H]1COC(=O)O1.C[C@H]1COC(=O)O1.C[C@H]1COC(=O)O1.C[C@H]1COC(=O)O1.C[C@H]1COC(=O)O1.CN(C)C=O.CN(C)C=O.CN(C)C=O.CO.CO.CO
DFT total energy	-81667.015	eV
largest force on an atom	0.105	hartree/bohr

---

Density functional theory data (wB97M-V/def2-TZVPD) for the molecule C6H9N at a distorted geometry.

Geometry as ORCA input:
```
! wB97M-V def2-TZVPD RIJCOSX def2/J DEFGRID3
* xyz 0 1
C -2.0014 -0.7745 -1.9824
C -0.9241 -0.1430 -1.6152
C 0.2503 0.4100 -1.5840
C 1.0561 0.7138 -0.2986
N 0.2255 0.6836 0.9121
C 0.9066 0.4116 2.1730
C 0.0261 -0.6068 1.5521
H -1.9394 -1.8505 -1.9397
H -0.2462 0.8261 -2.5841
H -2.8787 -0.2721 -2.3605
H 1.8914 -0.0163 -0.1962
H 1.5417 1.6911 -0.3415
H 0.5688 0.9836 3.0368
H 1.9808 0.2164 2.1619
H 0.5125 -1.4816 1.1178
H -0.9702 -0.7914 1.9488
*
```

energy relative to the best compared isomer or geometry (same formula, charge and spin)	507.6	kJ/mol
Kohn-Sham gap	9.51	eV
HOMO energy	-8.5	eV
LUMO energy	0.0389	hartree
SMILES	C=C=CCN1CC1
DFT total energy	-7852.899	eV
largest force on an atom	0.062	hartree/bohr

---

Density functional theory data (wB97M-V/def2-TZVPD) for a structure of composition C24H36HfN2Si at a distorted geometry.

Geometry as ORCA input:
```
! wB97M-V def2-TZVPD RIJCOSX def2/J DEFGRID3
* xyz 2 1
C 0.5842 2.2703 1.2677
C -0.4714 2.6819 0.4106
C -1.7140 2.3525 1.0157
H -0.3495 3.1767 -0.5515
C -1.4552 1.8678 2.3351
C -0.0019 1.7827 2.4953
H 0.5302 1.6475 3.4356
H 1.6470 2.4497 1.1041
H -2.7018 2.5162 0.5874
H -2.1954 1.8022 3.1284
Hf -0.6179 0.0637 1.1728
C -1.1604 -1.8877 -1.0487
H -1.9142 -1.8911 -0.2526
H -0.4264 -2.6796 -0.8787
H -1.7196 -2.2340 -1.9374
Si -0.3654 -0.1441 -1.8044
C 1.3993 -0.5102 -2.5325
C 2.2484 0.6143 -2.5386
H 1.8375 1.6113 -2.3575
C 3.6236 0.4868 -2.7302
H 4.2570 1.3858 -2.7092
C 4.1604 -0.7885 -2.9633
H 5.2355 -0.8906 -3.0988
C 3.3301 -1.9065 -3.0595
H 3.7449 -2.8874 -3.2951
C 1.9436 -1.7616 -2.8766
H 1.2851 -2.6313 -2.9796
C -1.4429 0.9130 -2.9141
C -0.9200 1.6888 -3.9620
H 0.0561 1.4489 -4.3981
C -1.6466 2.7935 -4.4363
H -1.2378 3.4173 -5.2245
C -2.8896 3.1191 -3.8931
H -3.4885 3.9402 -4.2954
C -3.3804 2.3789 -2.8176
H -4.3052 2.6582 -2.3136
C -2.6895 1.2563 -2.3693
H -3.0993 0.6831 -1.5388
H -1.6001 0.3064 -0.2832
H 0.1901 1.1213 -1.2273
C -2.5329 -1.6648 2.6270
N -1.2316 -1.0712 2.9901
C -1.3738 -0.4218 4.3098
C -0.1775 -2.1255 3.1251
C 1.2299 -1.5275 2.9190
N 1.4211 -0.9714 1.5358
C 2.6987 -0.2197 1.5543
C 1.6107 -2.1100 0.5940
H -2.7425 -2.5069 3.3093
H -2.5325 -2.0448 1.5922
H -3.3296 -0.9114 2.7011
H -1.5414 -1.2055 5.0623
H -0.4753 0.1401 4.5800
H -2.2241 0.2652 4.3132
H -0.2207 -2.5016 4.1633
H -0.3630 -2.9734 2.4448
H 1.4289 -0.7288 3.6505
H 1.9947 -2.3131 3.0807
H 3.5140 -0.9247 1.7851
H 2.8910 0.2573 0.5867
H 2.6760 0.5423 2.3382
H 2.4169 -2.7624 0.9646
H 0.7016 -2.7107 0.5045
H 1.8815 -1.7313 -0.3970
*
```

energy relative to the best compared isomer or geometry (same formula, charge and spin)	103.4	kJ/mol
Kohn-Sham gap	7.09	eV
HOMO energy	-14.0	eV
LUMO energy	-0.2550	hartree
DFT total energy	-37619.907	eV
largest force on an atom	0.046	hartree/bohr